{
  "formula": "C3Br2F3N",
  "method": "wB97M-V/def2-TZVPD",
  "gap_ev": [7.88, 7.86],
  "de_lowest_kj_mol": 307.5,
  "max_force_ha_per_bohr": 0.0405,
  "e_lumo_ev": [-1.6, -1.6],
  "symbols": ["C", "C", "C", "N", "F", "F", "F", "Br", "Br"],
  "positions_angstrom": [[-0.02137, 2.22691, -2.54566], [0.38744, -0.32589, 0.59833], [-0.30946, -1.34180, 1.51053], [0.20081, 1.15478, -2.18372], [-1.57625, -1.46572, 0.91059], [-0.55327, -0.93760, 2.74112], [0.24970, -2.54372, 1.61296], [2.10976, -0.71230, 0.25985], [-0.48738, 3.94535, -2.90399]],
  "forces_ev_per_angstrom": [[-0.3, 0.2, 0.4], [-0.5, 0.8, 0.6], [-1.7, -0.5, -1.1], [0.1, 0.4, -0.5], [1.6, -0.4, 0.5], [0.4, 0.8, 0.3], [-0.2, -0.5, -0.3], [0.3, -0.3, 0.0], [0.2, -0.6, 0.0]]
}